Entry from the Open Molecules 2025 dataset: a molecular structure, C10H26Ag2FO9P2 (ωB97M-V/def2-TZVPD).

The geometry in XYZ format:
```
50
Properties=species:S:1:pos:R:3:nbo_charge:R:1
Ag 0.7970 1.8945 4.7250 0.966
Ag -2.2961 1.2241 1.6854 0.971
F -0.3621 0.8318 3.0152 -0.949
C -2.7346 -1.8871 -2.9011 -0.283
O -1.5236 -1.1128 -2.7613 -0.774
P -1.0114 -0.8505 -1.1868 2.574
O -1.9277 -0.1290 -0.2754 -1.166
O -0.6433 -2.3676 -0.6019 -0.799
C -0.2007 -2.4117 0.7499 -0.275
O 0.3678 -0.1197 -1.4806 -0.804
C 1.3083 -0.8014 -2.2328 -0.265
H -2.7338 -2.8718 -3.3686 0.207
H -3.2300 -1.2148 -3.6016 0.203
H -3.4292 -1.9675 -2.0650 0.194
H -0.3990 -1.5210 1.3461 0.210
H 0.8447 -2.7142 0.8111 0.193
H -0.6786 -3.2249 1.2962 0.189
H 1.0987 -1.8601 -2.3850 0.210
H 2.2132 -0.6851 -1.6363 0.196
H 1.4485 -0.2131 -3.1396 0.197
C 2.8168 2.4795 -2.9410 -0.251
O 3.5154 3.4917 -2.2734 -0.817
P 3.8294 3.4844 -0.7154 2.548
O 4.6165 2.3557 -0.1359 -1.081
O 4.4349 4.9741 -0.4663 -0.785
C 5.6445 5.2929 -1.1478 -0.260
O 2.2970 3.6147 -0.1974 -0.808
C 1.5259 2.4452 0.0479 -0.264
H 3.2325 2.0624 -3.8581 0.201
H 1.9322 2.9688 -3.3489 0.188
H 2.5059 1.6716 -2.2786 0.174
H 6.3084 4.4352 -1.2565 0.195
H 6.2273 6.0592 -0.6367 0.203
H 5.3844 5.6754 -2.1348 0.190
H 0.6668 2.3717 -0.6190 0.189
H 1.0843 2.5335 1.0406 0.176
H 2.0327 1.4814 0.0963 0.201
C -4.2446 -3.3939 2.5333 -0.435
C -3.2366 -3.2123 3.5588 -0.427
C -2.7894 -1.7469 3.3015 -0.074
O -3.0351 -1.4771 1.9680 -0.579
C -3.7117 -2.6212 1.3141 -0.062
H -5.1931 -2.9721 2.8657 0.209
H -4.4120 -4.4557 2.3528 0.229
H -2.3295 -3.7960 3.4021 0.199
H -3.6639 -3.4295 4.5377 0.230
H -1.7159 -1.7074 3.4863 0.173
H -3.2325 -1.0927 4.0523 0.167
H -2.9639 -3.2688 0.8565 0.174
H -4.4347 -2.2220 0.6028 0.202
```

Its strongest force on any atom is 0.0806 hartree/bohr. The value obtained for the HOMO-LUMO gap is 7.4102 eV. Its total charge is +1. Its HOMO energy is -12.39 eV.

***

Entry from the Open Molecules 2025 dataset: 9 unconnected molecules or ions with the total composition C4H23O11 (ωB97M-V/def2-TZVPD).

The geometry in XYZ format:
```
38
Properties=species:S:1:pos:R:3:nbo_charge:R:1
O -0.2135 1.4895 -0.5211 -0.805
C -0.1111 0.2449 -0.3596 0.771
O -0.2996 -0.2280 0.7943 -0.812
C 0.4441 -0.6220 -1.4536 -0.561
C 1.9314 -1.1387 -1.2581 0.101
C 2.4275 -1.5411 -2.6119 -0.642
O 2.8811 -0.2864 -0.6735 -0.760
H -0.2154 -1.5923 -1.5924 0.231
H 0.6012 -0.0074 -2.3657 0.236
H 1.8843 -2.1411 -0.8363 0.154
H 3.0782 -0.6389 -2.9809 0.225
H 1.7425 -1.5946 -3.4251 0.219
H 3.2178 -2.2977 -2.6238 0.204
H 2.6467 0.0181 0.2122 0.513
H 1.6632 1.4422 1.5035 0.506
H 2.4766 0.7627 2.5740 0.484
O 2.5336 1.0081 1.6429 -0.960
H -1.3863 2.4437 1.5881 0.492
H -1.1650 2.6726 0.1095 0.493
O -1.6897 3.0079 0.8778 -1.024
H -0.0875 -1.9645 2.2680 0.490
H -1.3141 -2.1831 1.4729 0.512
O -0.9509 -2.4006 2.3356 -0.967
H 2.6612 1.1063 -2.2906 0.491
H 1.6683 2.0740 -2.8615 0.475
O 2.2978 1.3991 -3.1630 -0.970
H -0.3812 0.7658 2.1457 0.484
H -1.3406 0.7422 3.1282 0.492
O -0.5717 1.3036 2.9192 -1.039
H -2.8056 1.6522 -0.2953 0.505
H -1.9330 0.9106 -1.2511 0.493
O -2.9144 0.9429 -0.9714 -0.987
H -3.4330 -1.6922 -0.5186 0.465
H -2.7439 -0.4113 -0.0160 0.503
O -2.8612 -1.3604 0.1478 -1.008
H -3.1754 -0.4377 2.2989 0.489
H -1.9665 -1.1135 2.9457 0.504
O -2.5958 -0.3350 3.1053 -0.995
```

Its strongest force on any atom is 0.0967 hartree/bohr. The value obtained for the HOMO-LUMO gap is 9.3686 eV. Its total charge is -1. Its HOMO energy is -6.34 eV.

***

Entry from the Open Molecules 2025 dataset: 2 unconnected molecules or ions with the total composition C2H7NO (ωB97M-V/def2-TZVPD).

The geometry in XYZ format:
```
11
Properties=species:S:1:pos:R:3:nbo_charge:R:1
C 0.9812 -0.7304 0.4393 -0.452
C 0.6679 1.4229 -0.2959 0.023
N 0.0365 0.2695 -0.1652 -0.108
H 1.7628 -0.8828 -0.2353 0.249
H 0.4302 -1.5791 0.8244 0.269
H 1.5951 -0.1455 1.2379 0.236
H 0.2243 2.3317 -0.7700 0.268
H 1.8518 1.4628 -0.1505 0.276
H -3.3051 -0.5919 -0.2815 0.497
H -1.7658 -0.4938 -0.5041 0.469
O -2.4789 -1.0633 -0.0990 -0.728
```

Its strongest force on any atom is 0.1218 hartree/bohr. As for the multiplicity: 2. The value obtained for the HOMO-LUMO gap (alpha / beta) is 11.5990 / 5.5005 eV. Its total charge is +1. Its HOMO energy (alpha / beta) is -17.36 / -15.86 eV.

***

Entry from the Open Molecules 2025 dataset: a molecular structure, C19H40FHgNO5S2Si (ωB97M-V/def2-TZVPD).

The geometry in XYZ format:
```
70
Properties=species:S:1:pos:R:3:nbo_charge:R:1
Hg 2.3442 0.9227 -1.1587 0.738
C 5.8603 1.7484 -0.8610 -0.285
O 5.4160 0.4807 -0.3967 -0.550
C 5.4807 0.3346 1.0062 -0.077
C 4.4138 1.0869 1.7821 -0.125
O 3.2673 0.2644 1.8701 -0.558
C 2.1866 0.9139 2.5116 -0.254
H 6.8139 2.0153 -0.3835 0.142
H 5.1214 2.5368 -0.6801 0.244
H 6.0100 1.6469 -1.9358 0.178
H 6.4720 0.6496 1.3635 0.151
H 5.3512 -0.7323 1.2004 0.197
H 4.1730 2.0369 1.2839 0.233
H 4.7883 1.3118 2.7929 0.148
H 2.4820 1.2644 3.5100 0.148
H 1.3833 0.1861 2.5985 0.203
H 1.8303 1.7674 1.9252 0.192
C -0.9962 3.3669 0.0242 -0.632
C -2.1738 2.8074 -0.7716 0.277
C -1.7410 2.5090 -2.2069 -0.647
C -3.3208 3.8131 -0.7666 -0.612
O -2.6694 1.6340 -0.1300 -0.946
Si -2.1722 0.0723 -0.2212 2.199
S -0.1328 -0.2423 0.0550 -1.069
O -2.8000 -0.4892 -1.6369 -0.943
C -2.4964 -1.6528 -2.4019 0.279
C -3.6874 -1.8680 -3.3294 -0.612
C -1.2317 -1.4081 -3.2230 -0.640
C -2.3120 -2.8688 -1.4938 -0.646
O -3.0358 -0.7117 0.9500 -0.942
C -2.8446 -0.8213 2.3566 0.279
C -2.3949 0.5138 2.9492 -0.647
C -4.1960 -1.2283 2.9358 -0.611
C -1.8151 -1.9062 2.6717 -0.639
H -0.6587 4.3091 -0.4130 0.203
H -0.1622 2.6657 0.0128 0.239
H -1.2935 3.5386 1.0611 0.202
H -1.5248 3.4364 -2.7405 0.204
H -2.5302 1.9599 -2.7229 0.219
H -0.8399 1.8907 -2.1997 0.226
H -2.9944 4.7640 -1.1920 0.197
H -3.6550 3.9807 0.2589 0.207
H -4.1608 3.4273 -1.3477 0.206
H -3.8315 -0.9829 -3.9518 0.207
H -4.5905 -2.0256 -2.7368 0.209
H -3.5266 -2.7329 -3.9763 0.195
H -1.3831 -0.5654 -3.9014 0.204
H -0.9766 -2.2959 -3.8076 0.195
H -0.4000 -1.1746 -2.5583 0.245
H -3.1737 -2.9625 -0.8301 0.218
H -1.4204 -2.7362 -0.8778 0.230
H -2.2044 -3.7791 -2.0876 0.198
H -3.0816 1.3018 2.6354 0.220
H -1.3978 0.7611 2.5780 0.233
H -2.3644 0.4636 4.0398 0.197
H -4.9401 -0.4570 2.7278 0.209
H -4.1204 -1.3715 4.0160 0.194
H -4.5256 -2.1635 2.4795 0.206
H -0.8532 -1.6387 2.2366 0.242
H -2.1347 -2.8648 2.2561 0.203
H -1.6984 -2.0082 3.7539 0.194
F 3.1751 3.1229 -0.4384 -0.863
S 2.6206 -4.2814 0.2555 0.374
C 4.2006 -4.1028 -0.3907 -0.472
C 4.3088 -2.9046 -1.0165 -0.056
N 3.1760 -2.1300 -0.9943 -0.443
C 2.2161 -2.7140 -0.3532 -0.125
H 4.9365 -4.8826 -0.2821 0.232
H 5.1939 -2.5282 -1.5088 0.215
H 1.2408 -2.2735 -0.1738 0.262
```

Its strongest force on any atom is 0.0202 hartree/bohr. As for the multiplicity: 2. The value obtained for the HOMO-LUMO gap (alpha / beta) is 6.7400 / 6.6217 eV. Its total charge is -1. Its HOMO energy (alpha / beta) is -4.32 / -5.15 eV.